1.
C8H14N4O4Sn as an isolated structure. Source: the Open Molecules 2025 dataset; level of theory: ωB97M-V with the def2-TZVPD basis set.

CARTESIAN COORDINATES (ANGSTROEM)
Sn -5.753 21.876 -7.188
C -9.870 20.690 -3.934
C -10.300 20.337 -2.629
C -9.450 19.711 -1.800
C -8.112 19.240 -2.127
C -7.595 19.732 -3.355
C -8.479 20.402 -4.157
O -8.090 20.915 -5.398
O -10.166 19.178 -0.734
H -10.466 21.292 -4.604
H -11.320 20.614 -2.409
H -7.582 18.490 -1.559
H -6.618 19.379 -3.650
H -7.822 21.783 -5.087
H -9.609 19.283 0.041
C -5.730 18.206 -8.938
O -5.768 19.037 -8.086
N -6.703 17.411 -9.223
N -4.794 18.293 -9.807
H -7.215 17.292 -8.361
H -6.540 16.587 -9.784
H -4.994 17.811 -10.671
H -4.145 19.067 -9.801
C -9.306 23.175 -8.840
O -8.210 22.578 -8.653
N -9.813 23.262 -10.014
N -10.142 23.534 -7.915
H -10.593 23.890 -10.150
H -9.274 22.880 -10.778
H -11.119 23.791 -7.911
H -9.639 23.603 -7.043

**Highest occupied orbital energy (spin up / spin down)**: -18.518 / -18.518 eV
**LUMO level (spin up / spin down)**: -12.9535 / -13.0377 eV
**<S²>**: 0.772
**Energy**: -28473.236 eV
**Multiplicity**: 2
**Total charge**: +3


2.
A 2-piece molecular cluster, C17H30O9P3S overall. Source: the Open Molecules 2025 dataset; level of theory: ωB97M-V with the def2-TZVPD basis set.

CARTESIAN COORDINATES (ANGSTROEM)
C 2.555 -0.328 1.978
C 2.743 -1.382 0.843
O 3.440 -2.327 1.077
O 2.183 -1.320 -0.442
C 1.016 -0.510 -0.543
P -0.555 -1.219 0.245
C -1.974 -1.439 -0.991
C -3.220 -2.020 -0.220
C -3.314 -3.460 0.110
C -4.472 -3.968 0.861
C -5.561 -3.102 1.314
C -5.496 -1.681 0.970
C -6.586 -0.625 1.391
C -4.347 -1.190 0.216
C -0.325 -2.630 1.405
C 0.004 -4.045 0.586
C 0.130 -3.887 -1.031
O 1.315 -4.122 -0.035
P -1.308 0.442 1.534
O -2.424 1.373 0.687
O -0.088 1.475 1.954
S -2.085 -0.284 3.146
H 2.595 0.739 1.648
H 3.289 -0.559 2.797
H 1.539 -0.521 2.442
H 0.780 -0.382 -1.642
H 1.228 0.539 -0.173
H -2.312 -0.443 -1.398
H -1.682 -2.061 -1.872
H -2.549 -4.212 -0.186
H -4.547 -5.048 1.140
H -6.435 -3.456 1.906
H -7.454 -0.598 0.690
H -6.061 0.374 1.365
H -6.895 -0.767 2.462
H -4.325 -0.109 -0.045
H -1.314 -2.843 1.895
H 0.517 -2.485 2.124
H -0.484 -5.009 0.982
H 0.599 -2.982 -1.480
H 0.258 -4.872 -1.551
H -2.175 1.421 -0.260
H -0.273 1.753 2.877
C 5.997 4.761 -1.065
O 5.254 3.629 -1.544
P 3.560 3.820 -1.511
O 3.295 2.342 -1.304
O 3.521 4.226 -3.082
C 4.052 3.315 -4.037
O 1.937 4.277 -1.372
C 1.431 4.253 -0.038
H 7.060 4.539 -1.149
H 5.767 5.649 -1.661
H 5.758 4.949 -0.017
H 4.055 2.286 -3.675
H 5.072 3.610 -4.292
H 3.442 3.368 -4.938
H 2.113 4.761 0.645
H 1.288 3.219 0.283
H 0.470 4.766 -0.022

**Highest occupied orbital energy**: -11.880 eV
**LUMO level**: -4.2282 eV
**Energy**: -75234.020 eV
**Multiplicity**: 1
**Total charge**: +1